[1]
{"formula": "C3H9N3OS", "method": "ωB97M-V with the def2-TZVPD basis set", "homo_energy_ev": -9.63, "multiplicity": 1, "total_energy_ha": -757.27229, "orbital_gap_ha": 0.38148, "de_lowest_ev": 3.6935, "fmax_ev_per_a": 5.7, "lumo_energy_ev": 0.75, "smiles": "CC(=O)NS(C)(=N)=N", "elements": ["C", "C", "C", "N", "N", "N", "O", "S", "H", "H", "H", "H", "H", "H", "H", "H", "H"], "xyz": [[1.434, -0.253, 0.226], [2.683, 0.189, 0.772], [-1.451, -0.306, -1.753], [-2.264, 1.294, 0.314], [-1.667, -1.063, 1.104], [0.392, 0.599, 0.102], [1.195, -1.391, -0.218], [-1.522, -0.013, 0.042], [2.553, 1.101, 1.155], [2.823, -0.501, 1.585], [3.553, 0.126, 0.127], [-1.538, 0.724, -2.112], [-0.586, -0.797, -1.863], [-2.405, -0.815, -2.169], [-2.521, 1.442, 1.206], [-1.097, -1.879, 1.026], [0.419, 1.542, 0.456]]}

[2]
{"formula": "C3H9N3S", "method": "ωB97M-V with the def2-TZVPD basis set", "homo_energy_ev": -8.28, "multiplicity": 1, "total_energy_ha": -682.08875, "orbital_gap_ha": 0.33384, "de_lowest_ev": 2.0990, "fmax_ev_per_a": 2.7, "lumo_energy_ev": 0.80, "smiles": "CN(C)/N=C\\NS", "elements": ["C", "C", "C", "H", "H", "H", "H", "H", "H", "H", "H", "H", "N", "N", "N", "S"], "xyz": [[1.268, 1.417, -1.099], [0.648, 1.008, 1.187], [-1.370, -0.642, -0.458], [2.327, 1.608, -0.802], [0.715, 2.343, -1.183], [1.297, 0.923, -2.075], [1.688, 1.142, 1.434], [0.153, 0.286, 1.872], [0.131, 1.996, 1.259], [-2.443, -0.810, -0.663], [0.226, -1.736, 0.065], [-2.013, -3.455, 1.234], [0.544, 0.534, -0.208], [-0.841, 0.463, -0.704], [-0.805, -1.762, 0.144], [-1.524, -3.316, -0.002]]}

[3]
{"formula": "C3H9N3S", "method": "ωB97M-V with the def2-TZVPD basis set", "homo_energy_ev": -8.71, "multiplicity": 1, "total_energy_ha": -682.06617, "orbital_gap_ha": 0.34598, "de_lowest_ev": 2.7136, "fmax_ev_per_a": 6.3, "lumo_energy_ev": 0.70, "elements": ["C", "C", "C", "H", "H", "H", "H", "H", "H", "H", "H", "H", "N", "N", "N", "S"], "xyz": [[-1.602, -0.124, -0.396], [-0.684, -1.192, 0.335], [1.707, 0.021, -0.211], [-2.123, 2.179, -0.253], [-0.637, 1.435, -1.141], [-2.569, -0.250, 0.214], [-1.759, -0.688, -1.365], [-0.514, -0.964, 1.428], [-1.262, -2.069, 0.473], [2.328, 0.813, 1.705], [1.102, -0.405, 1.879], [2.478, 0.521, -1.941], [-1.260, 1.198, -0.359], [1.568, 0.274, 1.182], [2.379, 0.842, -0.946], [0.848, -1.591, -0.604]]}

[4]
{"formula": "C3H9N3S", "method": "ωB97M-V with the def2-TZVPD basis set", "homo_energy_ev": -7.59, "multiplicity": 1, "total_energy_ha": -682.12101, "orbital_gap_ha": 0.30663, "de_lowest_ev": 1.2212, "fmax_ev_per_a": 2.2, "lumo_energy_ev": 0.75, "smiles": "CNC(=NS)NC", "elements": ["C", "C", "C", "H", "H", "H", "H", "H", "H", "H", "H", "H", "N", "N", "N", "S"], "xyz": [[2.017, -0.772, 0.024], [-0.493, -0.775, 0.129], [-0.595, 1.669, -0.380], [2.349, -0.688, 1.093], [2.742, -1.371, -0.485], [2.017, 0.232, -0.420], [0.632, -2.329, -0.410], [0.287, 0.708, 1.204], [-0.716, 2.663, 0.201], [0.294, 1.757, -1.018], [-1.486, 1.494, -0.987], [-2.630, 0.364, 0.699], [0.749, -1.389, -0.072], [-0.510, 0.580, 0.604], [-1.558, -1.414, -0.218], [-3.098, -0.727, 0.036]]}

[5]
{"formula": "C3H9N3S", "method": "ωB97M-V with the def2-TZVPD basis set", "homo_energy_ev": -8.84, "multiplicity": 1, "total_energy_ha": -682.12985, "orbital_gap_ha": 0.35560, "de_lowest_ev": 0.9808, "fmax_ev_per_a": 2.6, "lumo_energy_ev": 0.84, "smiles": "[H]/N=C(\\N)N(S)CC", "elements": ["C", "C", "C", "H", "H", "H", "H", "H", "H", "H", "H", "H", "N", "N", "N", "S"], "xyz": [[1.283, 0.308, 1.730], [1.119, 0.387, 0.152], [-1.042, -0.205, -0.880], [1.578, -0.683, 1.981], [0.349, 0.473, 2.169], [2.032, 1.027, 2.077], [2.112, 0.199, -0.288], [0.789, 1.408, -0.075], [-0.271, -2.404, 0.964], [-0.744, 1.344, -2.287], [-1.999, 1.428, -1.392], [-2.852, -0.604, -1.415], [0.223, -0.575, -0.399], [-1.067, 1.129, -1.338], [-2.031, -1.003, -0.934], [0.522, -2.228, -0.067]]}

[6]
{"formula": "C3H9N3S", "method": "ωB97M-V with the def2-TZVPD basis set", "homo_energy_ev": -8.43, "multiplicity": 1, "total_energy_ha": -682.09704, "orbital_gap_ha": 0.33516, "de_lowest_ev": 1.8737, "fmax_ev_per_a": 3.8, "lumo_energy_ev": 0.69, "smiles": "[H]/N=C(\\N)NSCC", "elements": ["C", "C", "C", "H", "H", "H", "H", "H", "H", "H", "H", "H", "N", "N", "N", "S"], "xyz": [[2.248, -0.641, -0.562], [1.661, -0.039, 0.639], [-1.508, 0.310, 0.217], [2.685, -1.560, -0.237], [3.061, -0.006, -1.148], [1.412, -1.083, -1.245], [1.132, -0.646, 1.331], [2.560, 0.375, 1.070], [-0.841, 1.537, -1.422], [-3.653, -0.377, 0.170], [-3.028, 0.206, -1.463], [-1.931, -0.592, 1.823], [-0.523, 0.948, -0.606], [-2.921, 0.106, -0.372], [-1.186, -0.071, 1.432], [0.832, 1.533, 0.370]]}